*a*
Entry from the OMol25 dataset: a cluster of 2 separate species, C11H17N2 in total (ωB97M-V/def2-TZVPD).

Results
highest occupied orbital energy	-10.72	eV
Kohn-Sham gap	7.1	eV
net charge	+1
LUMO energy	-3.6	eV

Geometry as XYZ:
```
30
C11H17N2, DFT ωB97M-V/def2-TZVPD
C 0.4030 1.7115 3.1433
C 1.1601 -0.5765 0.3049
C 0.5372 -0.3974 1.5723
C 0.9500 0.9613 2.0005
C 1.7259 1.4792 1.0290
C 1.1886 -1.8202 -0.3656
C 0.4791 -2.8121 0.2934
C -0.0316 -1.4537 2.2208
C 0.0305 -2.7138 1.6136
N 1.9068 0.5521 0.0150
H 2.8027 0.4715 -0.4409
H 1.9232 -1.9117 -1.1715
H 2.0682 2.4958 0.9469
H 0.5086 -3.7726 -0.2377
H -0.4479 -1.4272 3.2216
H 1.0327 2.4733 3.5945
H 0.0856 1.1520 4.0462
H -0.5303 -3.5324 2.0689
H -0.5233 2.2755 2.9121
C -0.7611 0.7553 -2.3416
C -1.5228 -0.5563 -2.0958
N -1.7212 1.7970 -2.8554
H -0.2117 0.9661 -1.4176
H -0.1031 0.5347 -3.1935
H -2.0809 -0.8932 -2.9908
H -2.2141 -0.5056 -1.2339
H -1.9840 2.2909 -1.9995
H -1.2808 2.4862 -3.4649
H -2.4976 1.3732 -3.3629
H -0.8919 -1.4027 -1.8112
```

*b*
Entry from the OMol25 dataset: a cluster of 2 separate species, C11H17N2 in total (ωB97M-V/def2-TZVPD).

Results
highest occupied orbital energy	-11.08	eV
Kohn-Sham gap	7.9	eV
net charge	+1
LUMO energy	-3.1	eV

Geometry as XYZ:
```
30
C11H17N2, DFT ωB97M-V/def2-TZVPD
C 2.6069 0.5254 0.9930
C -0.3020 -1.7725 1.4092
C 0.2742 -0.4878 1.4438
C 1.6360 -0.6135 1.0114
C 1.8015 -1.9215 0.6637
C -1.6115 -2.0676 1.7541
C -2.4490 -0.9971 2.0488
C -0.5669 0.5660 1.8660
C -1.8889 0.2815 2.1049
N 0.6841 -2.6454 0.9724
H 0.6693 -3.6309 1.1742
H -1.9897 -3.0611 1.5554
H 2.6666 -2.4013 0.2301
H -3.4768 -1.2133 2.2485
H -0.1319 1.5262 2.0656
H 2.2315 1.3035 1.6522
H 2.6791 0.9418 -0.0110
H -2.4807 1.0532 2.5644
H 3.6137 0.2964 1.3226
C -0.3348 0.6664 -2.5644
C -1.1746 1.6397 -3.4124
N 0.4088 1.4068 -1.4744
H -0.9552 -0.0619 -2.1089
H 0.4333 0.1438 -3.1290
H -1.2249 2.6329 -2.9445
H -2.2268 1.3790 -3.4134
H -0.2515 1.9117 -0.8805
H 0.9510 0.6781 -0.9941
H 1.0368 2.1397 -1.8079
H -0.6274 1.7820 -4.3396
```

Verdict on stability: *a* comes out at the bottom.

*a*
Entry from the OMol25 dataset: the molecule C10H14N2 (ωB97M-V/def2-TZVPD).

Results
highest occupied orbital energy (alpha / beta)	-8.76 / -9.20	eV
Kohn-Sham gap (alpha / beta)	8.4 / 9.2	eV
LUMO energy (alpha / beta)	-0.4 / 0.0	eV

Geometry as XYZ:
```
26
C10H14N2, DFT ωB97M-V/def2-TZVPD
C 1.9284 0.7302 -0.6313
C 2.5645 -0.5818 -0.1996
C -2.2352 0.8313 1.1541
C 0.5438 0.4599 -1.2075
C -0.7157 0.7144 1.0057
C 1.6680 -1.2794 0.8105
C -2.8018 0.5267 -0.2319
C -1.7831 -0.3157 -0.9426
C -0.4304 -0.1940 -0.2102
C 0.2800 -1.5415 0.2431
N -0.2232 -2.6410 0.1522
N -3.0350 -0.8246 -0.5323
H 1.8609 1.4050 0.2255
H 2.5440 1.2191 -1.3890
H 2.7131 -1.2274 -1.0670
H 3.5391 -0.4003 0.2586
H -2.6124 0.0843 1.8550
H -2.5411 1.8165 1.5028
H 0.1052 1.3976 -1.5583
H 0.6474 -0.2042 -2.0710
H -0.2979 1.7071 0.8135
H -0.2714 0.3367 1.9280
H 2.0844 -2.2482 1.0912
H 1.5716 -0.6698 1.7130
H -3.4471 1.2688 -0.6903
H -1.6563 -0.3696 -2.0225
```

*b*
Entry from the OMol25 dataset: a cluster of 2 separate species, C10H14N2 in total (ωB97M-V/def2-TZVPD).

Results
highest occupied orbital energy	-8.01	eV
Kohn-Sham gap	8.5	eV
LUMO energy	0.5	eV

Geometry as XYZ:
```
26
C10H14N2, DFT ωB97M-V/def2-TZVPD
N 2.9611 -2.0919 -0.1068
C 2.5973 -0.7930 -0.5825
C 1.0976 -0.4417 -0.5752
C 1.4795 1.0169 -0.2687
N 0.5692 1.7698 0.5713
C 2.8494 0.5026 0.2422
H 3.9753 -2.1694 -0.0978
H 2.6710 -2.1700 0.8579
H 3.0158 -0.6650 -1.5861
H 0.5013 -0.6549 -1.4734
H 0.6101 -0.8905 0.3049
H 1.6162 1.5719 -1.2001
H 0.9384 2.6934 0.7509
H 0.4747 1.3094 1.4753
H 3.7547 1.0946 0.0374
H 2.7952 0.2829 1.3191
C -1.3825 1.4295 -0.6826
C -1.8748 0.6333 0.0935
C -2.4167 -0.2976 1.0221
C -3.6302 -0.8670 0.8973
C -4.5317 -0.6136 -0.1793
C -5.3120 -0.4242 -1.0795
H -0.9539 2.1234 -1.3680
H -1.8208 -0.5191 1.8613
H -3.9629 -1.5684 1.6658
H -6.0212 -0.2616 -1.8992
```

Verdict on stability: *b* comes out at the bottom.

*a*
Entry from the OMol25 dataset: the molecule C3H8N2O (ωB97M-V/def2-TZVPD).

Results
highest occupied orbital energy	-9.24	eV
Kohn-Sham gap	10.0	eV
LUMO energy	0.8	eV

Geometry as XYZ:
```
14
C3H8N2O, DFT ωB97M-V/def2-TZVPD
C 2.1009 0.7506 -1.3175
N 0.7250 0.7102 -0.8215
C 0.6049 -0.2202 0.2686
C -0.8414 -0.3324 0.7226
N -1.7173 -0.8652 -0.1849
O -1.2311 0.0822 1.8008
H 2.5296 -0.2467 -1.5890
H 2.7044 1.1741 -0.5009
H 2.1800 1.4194 -2.1687
H 0.1080 0.4306 -1.5720
H 0.9865 -1.2226 0.0291
H 1.1904 0.1387 1.1257
H -1.4264 -1.5027 -0.9049
H -2.6642 -0.9516 0.1778
```

*b*
Entry from the OMol25 dataset: the molecule C3H8N2O (ωB97M-V/def2-TZVPD).

Results
highest occupied orbital energy	-6.93	eV
Kohn-Sham gap	7.6	eV
LUMO energy	0.7	eV

Geometry as XYZ:
```
14
C3H8N2O, DFT ωB97M-V/def2-TZVPD
C 1.2867 0.1784 0.9718
N 0.0132 0.5374 0.2393
C 0.3491 1.2441 -1.0279
C -1.0945 -0.4676 -0.0720
O -2.1086 -0.0929 -0.6130
N -0.7710 -1.6968 0.3307
H 0.9758 -0.3330 1.8943
H 1.8167 -0.5256 0.3133
H -0.4565 1.2264 0.8293
H -0.5589 1.6022 -1.5143
H 1.0306 2.0496 -0.7608
H 0.8683 0.5287 -1.6688
H -1.4522 -2.4332 0.2428
H 0.1013 -1.8175 0.8353
```

*c*
Entry from the OMol25 dataset: the molecule C3H8N2O (ωB97M-V/def2-TZVPD).

Results
highest occupied orbital energy	-9.43	eV
Kohn-Sham gap	10.3	eV
LUMO energy	0.9	eV

Geometry as XYZ:
```
14
C3H8N2O, DFT ωB97M-V/def2-TZVPD
H -1.4383 -0.1870 -2.0097
N -1.9934 0.6641 -1.9626
C -1.5762 1.4174 -1.0182
N -0.5504 1.3510 -0.0812
O 0.3436 0.3184 -0.3053
C 0.6055 -0.3954 0.9631
C 1.3765 -1.6775 0.5688
H -2.0491 2.4256 -0.7698
H -0.1686 2.2925 -0.0039
H 1.2122 0.2848 1.7054
H -0.3864 -0.5875 1.4828
H 2.3829 -1.4439 -0.0141
H 0.6272 -2.2845 -0.1142
H 1.6144 -2.1781 1.5589
```

*d*
Entry from the OMol25 dataset: the molecule C3H8N2O (ωB97M-V/def2-TZVPD).

Results
highest occupied orbital energy	-9.48	eV
Kohn-Sham gap	10.3	eV
LUMO energy	0.8	eV

Geometry as XYZ:
```
14
C3H8N2O, DFT ωB97M-V/def2-TZVPD
C 0.6753 -0.0805 1.9515
C 0.1002 0.5581 0.7124
N -0.3967 -0.4985 -0.1439
C -0.5877 -0.6009 -1.4892
N -0.3651 0.5357 -2.2442
O -0.9641 -1.6429 -1.9963
H 1.4736 -0.7714 1.6696
H 1.0458 0.6231 2.6841
H -0.1111 -0.6947 2.4038
H 0.8527 1.1247 0.1623
H -0.7334 1.2039 0.9753
H -0.4898 -1.3947 0.2997
H -0.6206 0.3491 -3.1943
H 0.1208 1.2889 -1.7906
```

Verdict on stability: *c* comes out at the bottom.